[1]
2 unconnected molecules or ions with the total composition C4H5F3N2S. Source: the OMol25 dataset; level of theory: ωB97M-V with the def2-TZVPD basis set.

CARTESIAN COORDINATES (ANGSTROEM)
C (0.90, -1.34, 0.88)
C (0.48, 0.01, 0.72)
C (1.49, 0.99, 0.31)
C (-1.17, 0.60, -1.56)
N (-1.38, -0.88, 1.33)
N (-0.83, 0.20, 0.82)
F (-2.41, 0.33, -1.78)
F (-0.88, 1.88, -1.97)
F (-0.46, -0.18, -2.32)
S (-0.40, -2.35, 1.28)
H (1.90, -1.63, 0.72)
H (2.31, 0.50, 0.69)
H (1.18, 2.00, 0.61)
H (1.57, 0.89, -0.79)
H (-2.31, -1.01, 1.10)

Values from the calculation:
Highest occupied orbital energy (alpha / beta), Eh: -0.2530 / -0.3157
Orbital gap (alpha / beta), hartree: 0.2548 / 0.3167

[2]
11 unconnected molecules or ions with the total composition C25H52N4O7S2. Source: the OMol25 dataset; level of theory: ωB97M-V with the def2-TZVPD basis set.

CARTESIAN COORDINATES (ANGSTROEM)
C (1.99, 22.80, -16.11)
O (3.06, 22.47, -15.22)
H (2.41, 23.03, -17.08)
H (1.36, 21.94, -16.32)
H (1.41, 23.61, -15.65)
H (3.44, 23.18, -14.70)
C (-5.61, 19.82, -16.51)
O (-4.55, 18.94, -16.29)
H (-5.82, 20.53, -15.71)
H (-5.37, 20.43, -17.39)
H (-6.53, 19.26, -16.65)
H (-4.81, 18.28, -15.65)
C (-3.21, 16.11, -22.36)
O (-3.64, 15.82, -21.07)
H (-3.68, 17.07, -22.58)
H (-2.13, 16.15, -22.49)
H (-3.58, 15.35, -23.05)
H (-3.32, 16.56, -20.57)
C (0.88, 22.32, -20.25)
O (0.57, 22.38, -18.88)
H (0.10, 22.85, -20.78)
H (1.85, 22.81, -20.38)
H (0.96, 21.30, -20.64)
H (0.75, 23.26, -18.52)
C (-4.99, 22.19, -20.02)
O (-6.22, 22.27, -19.33)
H (-4.77, 23.01, -20.70)
H (-4.16, 22.04, -19.33)
H (-4.92, 21.25, -20.56)
H (-6.44, 23.17, -19.10)
N (-4.10, 23.00, -14.70)
C (-3.44, 22.57, -15.85)
C (-2.44, 23.49, -16.18)
C (-2.61, 24.52, -15.29)
C (-3.61, 24.21, -14.39)
H (-4.95, 22.59, -14.34)
H (-3.72, 21.65, -16.34)
H (-1.66, 23.43, -16.92)
H (-2.08, 25.46, -15.29)
H (-4.09, 24.70, -13.56)
N (-0.65, 19.69, -23.86)
C (-0.55, 20.59, -24.89)
C (-1.47, 21.66, -24.77)
C (-2.12, 21.31, -23.53)
C (-1.61, 20.15, -22.98)
H (-0.24, 18.77, -23.76)
H (0.20, 20.48, -25.66)
H (-1.55, 22.56, -25.35)
H (-2.76, 22.03, -23.04)
H (-1.77, 19.69, -22.02)
N (4.03, 17.86, -17.49)
C (3.50, 19.02, -17.01)
C (2.77, 19.63, -17.97)
C (2.81, 18.76, -19.10)
C (3.69, 17.72, -18.82)
H (4.72, 17.28, -17.04)
H (3.84, 19.34, -16.03)
H (2.28, 20.58, -17.84)
H (2.32, 18.95, -20.04)
H (4.10, 16.86, -19.33)
N (0.84, 11.73, -21.24)
C (0.57, 12.37, -20.08)
C (-0.51, 13.24, -20.28)
C (-0.91, 13.08, -21.60)
C (-0.05, 12.18, -22.22)
H (1.70, 11.25, -21.47)
H (1.02, 12.21, -19.11)
H (-0.88, 13.96, -19.56)
H (-1.70, 13.67, -22.05)
H (0.00, 11.88, -23.26)
C (-0.48, 17.05, -18.62)
S (-1.21, 18.46, -19.47)
O (-2.55, 17.94, -19.89)
C (-1.41, 19.46, -17.93)
H (-1.22, 16.39, -18.15)
H (0.30, 17.45, -17.96)
H (-0.04, 16.52, -19.46)
H (-1.86, 18.71, -17.29)
H (-2.15, 20.21, -18.24)
H (-0.57, 20.03, -17.54)
C (-1.75, 19.89, -14.13)
S (-2.02, 18.05, -14.12)
O (-0.71, 17.31, -13.92)
C (-2.70, 18.10, -12.42)
H (-1.15, 20.24, -13.29)
H (-2.76, 20.30, -14.07)
H (-1.30, 20.21, -15.07)
H (-2.00, 18.45, -11.66)
H (-2.92, 17.06, -12.16)
H (-3.62, 18.67, -12.31)

Values from the calculation:
Highest occupied orbital energy (alpha / beta), Eh: -0.3506 / -0.3506
Orbital gap (alpha / beta), hartree: 0.2268 / 0.0722
Charge: +1
Multiplicity: 2

[3]
A molecular structure, C15H11Cl5CoF5I. Source: the OMol25 dataset; level of theory: ωB97M-V with the def2-TZVPD basis set.

CARTESIAN COORDINATES (ANGSTROEM)
Co (-0.83, 1.44, -0.94)
C (2.61, 2.68, 3.06)
C (2.55, 1.37, 2.26)
C (2.29, 0.20, 3.21)
C (3.89, 1.16, 1.54)
C (1.47, 1.44, 1.27)
C (0.57, 1.45, 0.45)
H (3.42, 2.64, 3.79)
H (1.67, 2.84, 3.60)
H (2.77, 3.53, 2.40)
H (3.09, 0.12, 3.95)
H (2.22, -0.74, 2.66)
H (1.34, 0.34, 3.74)
H (4.70, 1.11, 2.27)
H (4.09, 1.97, 0.85)
H (3.87, 0.23, 0.97)
I (-2.08, -0.59, 1.68)
C (-2.62, -1.90, 0.06)
H (-3.58, -1.58, -0.31)
H (-2.72, -2.88, 0.50)
Cl (-0.17, -3.56, 0.53)
C (-0.49, -2.74, -0.95)
C (-1.62, -1.93, -1.04)
C (-1.82, -1.32, -2.27)
Cl (-3.10, -0.04, -2.57)
C (-1.05, -1.55, -3.39)
Cl (-1.44, -0.82, -4.89)
C (0.06, -2.36, -3.27)
Cl (1.08, -2.64, -4.62)
C (0.36, -2.94, -2.04)
Cl (1.75, -3.93, -1.87)
F (-3.41, 2.69, 0.16)
C (-2.88, 2.18, -0.99)
F (-3.15, 3.11, -1.97)
C (-3.59, 0.92, -1.29)
F (-4.49, 0.43, -0.45)
F (-4.23, -2.05, -3.34)
F (-0.50, 1.72, -2.74)

Values from the calculation:
Highest occupied orbital energy (alpha / beta), Eh: -0.1980 / -0.2071
Orbital gap (alpha / beta), hartree: 0.2729 / 0.2414
Charge: -1
Multiplicity: 5

Computed ΔE to the lowest compared entry with this formula, charge and spin, in the same sequence as the records: 4.283, 0.000, 3.165 eV.